# 1
DFT (ωB97M-V/def2-TZVPD) results for a cluster of 2 separate species, C5H9NO in total.

As for the energy above the lowest of the compared OMol25 structures with the same formula, charge and spin: 117.18 kcal per mole. Its SMILES is CC1=C(N=O)CC1.[H][H]. The highest occupied orbital energy is -8.9 eV. For the gap between HOMO and LUMO, the calculation gives 8.512 eV. The total charge is 0. For the electronic energy, the calculation gives -325.75082 hartree.

Geometry as XYZ:
```
16
Properties=species:S:1:pos:R:3:forces:R:3
C -1.4098 -1.0116 -0.5189 0.0 0.0 0.0
C -0.5382 0.0960 -0.0515 0.0 -0.1 0.0
C -0.8745 1.5240 0.3271 -0.2 0.1 0.0
C 0.6414 1.7207 0.6464 0.2 0.2 0.1
C 0.7677 0.2796 0.2266 -0.1 0.0 0.0
N 1.8538 -0.6091 0.1499 0.2 0.3 0.1
O 2.9047 -0.1044 0.4990 -0.3 -0.2 -0.1
H -2.0566 -0.6667 -1.3340 0.1 0.0 0.1
H -2.0705 -1.3316 0.2966 0.1 0.1 -0.1
H -0.8338 -1.8751 -0.8580 -0.1 0.2 0.1
H 1.0451 -3.3806 -1.0441 0.0 0.0 0.0
H -1.2589 2.1353 -0.4969 0.0 -0.1 0.1
H -1.5468 1.6222 1.1865 0.1 0.0 -0.1
H 0.8722 1.9261 1.6954 0.0 0.0 -0.1
H 1.1625 2.4435 0.0125 -0.1 -0.1 0.1
H 1.3417 -2.7684 -0.7365 0.0 -0.1 -0.1
```
Positions in Å, forces in eV/Å.

***

# 2
DFT (ωB97M-V/def2-TZVPD) results for a structure of composition C2HFGdO2.

The highest occupied orbital energy (spin up / spin down) is -6.8 / -8.9 eV. For the gap between HOMO and LUMO (spin up / spin down), the calculation gives 6.076 / 5.973 eV. The total charge is 0. The spin multiplicity is 9. The expectation value of S² is 20.38. For the electronic energy, the calculation gives -1092.57034 hartree.

Geometry as XYZ:
```
7
Properties=species:S:1:pos:R:3:forces:R:3
C -0.3362 -1.4103 -0.2623 -3.6 1.0 0.1
C 0.8192 -1.0046 -0.1716 3.0 4.6 0.9
O -1.6429 -1.1467 -0.2373 1.7 -0.9 -0.1
H -1.8257 -0.1550 -0.0552 1.1 0.2 0.0
Gd 2.3161 2.2400 0.4478 -1.3 -0.8 -0.2
O 1.7138 -0.0953 0.0099 -1.5 -3.2 -0.6
F -1.0443 1.5719 0.2686 0.6 -0.8 -0.1
```
Positions in Å, forces in eV/Å.

***

# 3
DFT (ωB97M-V/def2-TZVPD) results for an isolated molecule of C5H6N2.

As for the energy above the lowest of the compared OMol25 structures with the same formula, charge and spin: 57.67 kcal per mole. Its SMILES is C=CC1C=NN=C1. The highest occupied orbital energy is -10.1 eV. For the gap between HOMO and LUMO, the calculation gives 10.719 eV. The total charge is 0. For the electronic energy, the calculation gives -303.54417 hartree.

Geometry as XYZ:
```
13
Properties=species:S:1:pos:R:3:forces:R:3
C 1.7248 -0.4641 -0.6895 0.0 0.4 0.4
C 1.1203 0.4209 0.0909 -0.7 -0.8 0.2
C -0.2869 0.2747 0.6484 0.4 0.6 -0.4
C -0.8788 -1.0688 0.4259 1.4 -0.8 2.3
C -1.2862 1.0609 -0.1496 -0.1 0.6 -0.8
H 2.7067 -0.1704 -0.9519 1.0 -0.1 -0.6
H 1.3825 -1.4213 -1.0521 -0.4 0.1 0.1
H 1.6696 1.2998 0.3653 0.1 0.4 0.1
H -0.3314 0.6061 1.6894 0.1 -0.2 0.1
H -0.4957 -1.9972 0.9869 -0.8 1.3 -1.3
H -1.2478 2.1398 -0.3600 0.0 -0.5 0.3
N -1.9068 -1.0142 -0.2813 -1.7 -1.1 -1.2
N -2.1703 0.3335 -0.7224 0.7 0.0 0.8
```
Positions in Å, forces in eV/Å.

***

# 4
DFT (ωB97M-V/def2-TZVPD) results for an isolated molecule of C2H4N4.

As for the energy above the lowest of the compared OMol25 structures with the same formula, charge and spin: 70.94 kcal per mole. Its SMILES is Nc1cnn[nH]1. The highest occupied orbital energy is -8.6 eV. For the gap between HOMO and LUMO, the calculation gives 8.925 eV. The total charge is 0. For the electronic energy, the calculation gives -297.53126 hartree.

Geometry as XYZ:
```
10
Properties=species:S:1:pos:R:3:forces:R:3
N 1.4660 0.6824 -0.1293 0.5 -0.3 0.1
C 0.3537 -0.0874 -0.0321 0.1 -0.1 0.4
C -0.4169 -0.3981 1.0590 0.3 0.3 -0.1
N -1.7208 -0.2518 0.6094 -0.2 -0.2 -0.5
N -1.7609 -0.1034 -0.6461 -1.0 -1.3 0.3
N -0.4274 -0.2843 -1.1933 -0.3 0.8 0.4
H 1.5780 1.1347 -1.0285 0.0 -0.2 0.2
H 1.5675 1.3118 0.6555 0.3 -0.2 -0.1
H -0.1715 -0.6949 2.0704 -0.1 0.7 -0.1
H -0.4677 -1.3089 -1.3650 0.3 0.7 -0.5
```
Positions in Å, forces in eV/Å.

***

# 5
DFT (ωB97M-V/def2-TZVPD) results for a cluster of 12 separate species, C48H74N17O14 in total.

The highest occupied orbital energy is -6.2 eV. For the gap between HOMO and LUMO, the calculation gives 6.793 eV. The total charge is -1. For the electronic energy, the calculation gives -3857.92382 hartree.

Geometry as XYZ:
```
153
Properties=species:S:1:pos:R:3:forces:R:3
C 4.1915 0.0323 -0.1478 0.4 0.4 0.8
C 3.0075 0.0119 0.8035 -0.6 -1.2 -0.2
C 1.7309 0.3021 -0.0048 0.8 1.4 1.0
O 2.9412 -1.1665 1.5457 -0.1 -0.3 0.1
H 4.2361 0.9245 -0.7748 -0.1 0.1 0.0
H 4.2512 -0.8401 -0.7985 0.0 -0.1 0.2
H 5.0454 0.0937 0.5293 0.6 -0.3 -0.5
H 3.1679 0.7957 1.5539 -0.3 0.9 -0.2
H 1.6434 -0.3939 -0.8361 -0.5 -0.2 0.3
H 1.8631 1.3219 -0.3784 0.1 0.1 -0.6
H 0.9019 0.5116 0.6733 -0.5 -1.0 -0.2
C 0.2467 0.0034 -3.2992 0.5 1.6 1.4
C 0.4273 -1.3015 -3.5907 -1.0 -2.5 -0.6
C -0.6590 -2.0344 -4.1033 -1.1 1.1 -1.4
C -1.8541 -1.3496 -4.5254 2.1 0.0 0.8
C -1.9225 0.0496 -4.2342 -1.3 -2.1 -0.7
C -0.9098 0.6905 -3.5727 0.1 0.3 -0.2
C -3.2020 0.7107 -4.5085 -0.3 3.0 0.1
O -3.3282 1.9384 -4.3604 0.3 -1.7 -0.1
C -4.3772 -0.0608 -4.9578 -0.9 -0.1 0.9
C -5.6464 0.5861 -4.9330 1.8 -0.5 -0.1
C -6.7446 -0.1099 -5.3382 -0.6 -0.5 0.4
C -6.6827 -1.4912 -5.5333 0.7 -0.1 0.1
C -5.4355 -2.1406 -5.5027 -1.0 -0.1 -0.1
C -4.2884 -1.4398 -5.2031 -0.2 1.3 -0.8
C -2.9859 -2.1403 -5.1469 0.8 -0.7 1.2
O -2.8774 -3.3375 -5.3850 -0.1 1.2 -0.1
H 0.9354 0.5073 -2.6354 0.5 0.1 -0.4
H 1.3380 -1.8405 -3.3725 0.0 0.1 0.3
H -0.6290 -3.1006 -4.2772 0.3 -0.1 0.1
H -0.9705 1.7265 -3.2793 -0.4 0.0 -0.2
H -5.7701 1.5714 -4.5083 0.4 0.2 -0.4
H -7.6673 0.4527 -5.3783 -0.3 -0.4 0.1
H -7.6175 -2.0331 -5.5573 0.1 -0.2 -0.6
H -5.2799 -3.1918 -5.7027 -0.4 -0.2 0.1
C 1.1467 4.8590 0.9777 -0.1 0.1 2.7
C 1.7150 3.9770 1.9379 1.3 0.7 -1.5
C 1.2113 3.7209 3.1717 -1.0 -0.7 -0.5
C -0.0437 4.2394 3.5154 -0.2 -1.5 0.6
C -0.7177 5.0544 2.6108 1.9 1.2 -1.1
C -0.0254 5.4562 1.4106 -0.4 -0.2 0.2
C -2.0090 5.6955 2.9243 -1.4 -1.0 -0.1
O -2.5992 6.4616 2.1907 0.6 0.4 0.0
C -2.7103 5.1394 4.1185 -0.2 -1.8 1.1
C -4.1062 5.3347 4.3136 2.3 1.9 -0.4
C -4.7936 4.8351 5.3922 0.1 -0.4 -0.8
C -4.1086 3.9826 6.2441 -0.7 0.0 0.1
C -2.7514 3.8030 6.1077 0.0 -1.9 -0.2
C -2.0414 4.2123 4.9950 -1.9 1.8 0.1
C -0.6729 3.7397 4.8294 1.5 1.7 -1.1
O -0.0111 3.1795 5.6731 -0.4 -0.2 -0.3
H 1.7255 5.2834 0.1706 -0.2 -0.4 -0.4
H 2.6931 3.5340 1.7961 0.1 -0.1 -0.6
H 1.7302 2.9067 3.6563 -0.3 0.3 1.0
H -0.4024 6.2777 0.8184 -0.5 -0.1 0.1
H -4.5074 6.1059 3.6699 -0.5 -0.3 -0.2
H -5.8545 5.0408 5.4076 -0.1 -0.2 0.5
H -4.6632 3.3279 6.9022 0.1 0.4 0.5
H -2.2848 3.0439 6.7212 0.2 0.1 0.2
C 0.1311 -0.5932 3.7579 -2.4 -0.2 2.1
O -0.7832 -0.3114 4.5278 -0.3 -0.1 0.1
N 1.3195 -0.0221 3.8278 2.1 1.1 -0.6
N 0.0486 -1.5542 2.8191 0.8 0.3 -0.5
H 1.6118 0.5028 4.6345 -0.3 0.0 -0.1
H 1.9784 -0.3112 3.1161 0.8 0.0 0.2
H 0.8910 -1.4950 2.2572 -0.2 -1.4 -0.9
H -0.7151 -2.2051 2.8202 0.2 0.2 -0.4
C -1.8002 3.6243 -0.6697 -4.2 2.8 0.8
O -2.8529 3.5556 -0.0139 0.5 0.5 0.2
N -1.4439 4.7213 -1.3561 0.0 1.3 -0.5
N -1.0001 2.6431 -0.7737 3.0 -4.6 -0.1
H -0.6334 4.6968 -1.9534 -0.1 0.2 0.1
H -1.9975 5.5458 -1.1939 0.1 -0.1 -0.3
H -1.3593 1.8338 -0.2881 0.3 -0.2 -0.3
H -0.4542 2.5366 -1.6218 0.3 0.0 0.6
C 8.0017 0.8881 -2.0921 -1.8 -0.7 -0.1
O 7.0153 0.4924 -1.4714 0.9 0.7 0.1
N 8.6385 2.0454 -1.9507 0.7 3.6 1.7
N 8.4905 0.2022 -3.1216 0.5 -1.9 -1.5
H 9.3426 2.4785 -2.5254 0.0 -0.9 -0.5
H 8.2808 2.7632 -1.3389 -0.4 -0.6 0.3
H 8.1225 -0.7311 -3.2189 0.2 0.1 -0.2
H 9.3354 0.4635 -3.6010 -0.1 -0.2 0.1
C 1.7464 -4.1002 -1.6123 -2.0 0.5 -1.4
O 0.8176 -4.5956 -2.2444 0.2 -0.3 -0.1
N 2.8169 -3.5341 -2.1748 2.0 0.5 -0.1
N 1.6586 -3.8208 -0.3053 -0.5 -0.5 1.5
H 3.4592 -3.1711 -1.4870 0.5 0.2 -0.6
H 3.0951 -3.6104 -3.1382 -0.2 -0.4 0.2
H 2.4186 -3.3663 0.1774 -0.4 0.4 0.1
H 0.7034 -3.6903 -0.0113 0.2 -0.1 0.4
C 5.4877 -3.9430 0.8869 1.1 0.4 -2.9
O 5.8071 -4.9505 0.2551 -0.5 -0.6 1.1
N 4.2969 -3.6215 1.4041 -2.1 -2.6 0.9
N 6.2341 -2.8402 0.8498 1.0 1.7 0.8
H 3.6901 -4.4277 1.4484 -0.3 0.3 -0.1
H 3.9404 -2.7198 1.7185 0.1 0.6 -0.3
H 5.7539 -2.0653 1.2802 0.9 0.6 -0.2
H 7.1254 -2.7424 0.3962 -0.3 -0.2 0.1
C 2.6714 -4.3440 4.9292 -1.9 0.7 3.3
O 2.4657 -4.5964 6.1083 0.3 -1.0 0.4
N 1.7537 -3.6770 4.2325 0.1 0.5 -2.3
N 3.8459 -4.5174 4.3306 1.7 -0.7 -0.9
H 0.7663 -3.6877 4.4162 0.3 0.2 0.2
H 2.1647 -3.2012 3.4428 -1.0 0.3 -0.2
H 4.4478 -5.1136 4.8789 0.1 0.0 -0.2
H 3.7710 -4.7340 3.3494 0.6 0.0 0.1
C 1.8360 3.3904 -3.2893 -1.9 -1.0 -0.7
O 0.6705 3.2825 -2.9235 -0.5 0.3 1.1
N 2.8777 2.9527 -2.5995 0.9 0.0 1.0
N 2.0206 3.7449 -4.5513 1.4 1.2 -2.3
H 3.8182 3.1856 -2.8718 -0.1 -0.2 0.3
H 2.6455 2.6220 -1.6754 0.5 0.0 0.1
H 1.2378 4.0664 -5.0964 0.0 -0.1 0.3
H 2.9385 3.9246 -4.9270 -0.1 -0.1 0.0
C 5.9120 0.2956 3.9525 0.6 -1.3 2.3
O 6.8046 0.4073 4.7819 0.5 0.8 -0.2
N 5.2642 1.2959 3.3542 -0.4 2.6 -1.1
N 5.3300 -0.8828 3.7162 -0.5 -0.6 -1.1
H 5.5832 2.2404 3.4979 0.2 -0.2 0.1
H 4.6710 1.1680 2.5499 0.0 -0.2 0.1
H 5.6346 -1.7182 4.1861 -0.1 0.1 -0.2
H 4.6115 -0.8151 3.0081 -0.5 -1.3 0.1
C -2.6595 -1.0197 1.3544 0.1 -0.9 -0.3
C -3.3139 -1.3351 -0.0001 0.0 0.3 -0.5
C -2.3305 -2.2893 -0.8183 -0.7 1.6 0.9
C -3.0104 -2.8976 -1.9961 -0.3 -1.9 0.9
C -4.1972 -3.7801 -1.5216 0.6 1.6 -0.5
C -5.2337 -2.8910 -0.7504 0.6 -1.2 -0.7
N -4.5795 -2.0414 0.2917 1.4 -3.2 -0.3
O -5.4943 -1.3181 1.0855 0.6 0.3 -1.7
C -5.9376 -2.0688 -1.8708 -1.0 0.3 2.2
C -6.1570 -3.8997 -0.0273 -0.5 0.7 0.7
C -3.6150 -0.0150 -0.7732 -0.2 0.1 0.9
H -2.3528 -1.9567 1.8219 -0.5 -0.3 -0.1
H -3.3703 -0.5875 2.0561 0.4 0.6 -0.2
H -1.6841 -0.5456 1.2447 -0.4 0.8 0.0
H -1.4896 -1.7291 -1.2341 0.1 0.5 0.5
H -1.9187 -2.9712 -0.0730 -0.1 -0.5 -0.3
H -2.3027 -3.5579 -2.4995 0.0 0.2 -0.3
H -3.3233 -2.0972 -2.6640 -0.1 -0.2 0.0
H -3.8643 -4.6536 -0.9608 0.2 0.2 0.3
H -4.6182 -4.1714 -2.4497 -0.6 0.0 0.2
H -5.2570 -1.5133 -2.5102 -0.2 -0.6 -0.4
H -6.7387 -2.6645 -2.3072 0.4 0.0 -0.7
H -6.4996 -1.3065 -1.3222 -0.2 0.3 -0.1
H -6.7397 -3.3614 0.7221 -0.4 0.0 -0.2
H -6.8205 -4.4819 -0.6676 0.0 0.3 -0.3
H -5.6392 -4.6413 0.5823 0.6 0.2 -0.3
H -4.2076 0.6622 -0.1525 0.3 0.1 0.5
H -4.2874 -0.0827 -1.6281 0.7 -0.4 -0.5
H -2.6920 0.5277 -0.9701 -0.1 -0.1 -0.4
H -5.6250 -0.6410 0.4090 -1.1 1.0 0.8
```
Positions in Å, forces in eV/Å.

***

# 6
DFT (ωB97M-V/def2-TZVPD) results for a structure of composition C18H45ClN5NbO5PS.

The highest occupied orbital energy is -4.1 eV. For the gap between HOMO and LUMO, the calculation gives 6.074 eV. The total charge is -1. For the electronic energy, the calculation gives -2619.26561 hartree.

Geometry as XYZ:
```
77
Properties=species:S:1:pos:R:3:forces:R:3
C 0.2995 4.7633 3.0236 0.6 1.2 1.3
C -1.0735 5.2843 2.3023 -2.3 -0.8 -1.8
C -1.6259 6.8026 2.7359 0.4 -1.0 -0.4
N -1.8552 4.6053 1.4054 4.6 0.8 3.8
Nb -1.0452 2.6967 0.8475 -1.7 5.0 -1.0
C -1.5601 2.9951 -1.3797 -0.2 -1.4 -1.4
C -0.6074 4.0971 -2.1320 -0.6 0.4 -0.6
C -0.6579 5.6077 -1.4866 -0.8 1.0 -1.5
S 0.9061 6.0467 -0.4835 -0.9 0.4 0.5
P -0.2906 0.3106 0.1978 -0.5 -1.1 1.6
O -0.5475 -0.6157 1.6864 -0.8 1.4 -0.2
Cl 1.8038 0.2207 -0.1425 -0.1 0.0 0.4
H 0.1458 3.8223 3.7421 0.1 2.0 -2.0
H 1.2130 4.6005 2.2793 -2.3 0.2 1.4
H 0.6637 5.6326 3.7563 -0.8 -1.7 -1.5
H -0.7577 7.4219 3.2298 -1.9 -1.1 -1.0
H -2.5128 6.6389 3.4850 1.8 0.4 -1.4
H -2.0515 7.3014 1.7522 0.9 -1.0 2.1
H -2.7361 1.9844 1.0354 0.0 -1.1 -0.1
H -0.7429 2.2152 2.5711 -0.3 -1.0 0.2
H 0.6381 3.3321 0.6035 0.6 -0.8 -0.2
H -2.7248 3.2335 -1.4682 2.5 -0.2 0.0
H -1.4159 1.9525 -1.9387 -0.4 2.2 0.9
H 0.5164 3.7739 -2.2622 -2.2 0.4 0.5
H -1.0358 4.2017 -3.2416 1.0 0.0 2.3
H -0.6306 6.3585 -2.4141 -0.1 -1.6 2.0
H -1.6499 5.8503 -0.9120 2.0 -0.8 -0.9
H 0.5342 6.8598 0.6314 -0.1 -1.1 -1.6
H -1.1360 -0.0861 2.3237 1.6 -0.6 -1.5
C -1.3141 -2.5562 -3.1123 -0.1 -0.8 0.8
O -1.6284 -2.8098 -4.2686 0.1 -0.2 0.4
N -1.3613 -3.4434 -2.0583 0.1 1.2 -1.2
C -0.9716 -3.0659 -0.7156 -0.2 -0.1 0.0
C -1.8152 -4.7971 -2.3001 0.2 0.3 -0.4
H -0.9553 -1.5559 -2.8199 0.0 -0.1 0.2
H -0.1456 -3.7065 -0.3935 0.0 0.1 0.2
H -1.8260 -3.2051 -0.0468 0.3 0.1 0.2
H -0.6518 -2.0211 -0.6765 -0.1 -0.2 -0.1
H -1.1616 -5.2642 -3.0429 -0.4 0.1 0.3
H -2.8339 -4.7652 -2.6979 0.1 -0.3 0.0
H -1.7987 -5.3808 -1.3759 0.0 0.2 -0.1
C 4.3631 5.0794 1.2909 0.1 0.4 -0.7
O 3.8597 6.1541 1.5942 0.5 -0.7 -0.4
N 5.0274 4.8122 0.1130 -0.5 0.1 1.3
C 5.5966 3.5116 -0.1725 -0.1 0.2 -0.1
C 5.1613 5.8654 -0.8719 -0.2 0.2 0.2
H 4.3182 4.2115 1.9686 0.0 -0.1 -0.1
H 6.6735 3.6228 -0.3278 0.0 -0.2 0.0
H 5.1341 3.1144 -1.0807 0.1 -0.2 0.1
H 5.4231 2.8151 0.6525 -0.1 0.2 -0.1
H 5.6962 6.7073 -0.4221 -0.1 0.0 -0.2
H 4.1641 6.2014 -1.1715 0.2 0.1 -0.1
H 5.7082 5.5074 -1.7482 -0.1 0.0 0.2
C -2.7755 -2.6059 3.2350 0.3 -0.6 0.0
O -2.5990 -3.4264 2.3427 -0.2 0.4 1.1
N -2.6062 -2.8418 4.5825 -0.2 0.4 -1.1
C -2.8356 -1.8163 5.5789 0.1 -0.2 -0.1
C -2.1853 -4.1574 5.0173 0.0 0.0 -0.3
H -3.0965 -1.5752 3.0133 0.0 0.0 0.1
H -1.9091 -1.6506 6.1361 -0.1 0.2 0.1
H -3.6191 -2.1559 6.2625 0.0 0.2 0.1
H -3.1475 -0.8770 5.1139 0.1 -0.2 0.0
H -1.2200 -4.3919 4.5587 -0.1 -0.2 0.1
H -2.9218 -4.8949 4.6844 0.2 -0.1 0.1
H -2.0942 -4.1934 6.1062 0.0 0.1 -0.2
C -0.6507 -7.2779 -4.6977 -0.1 -0.4 0.5
O -1.6081 -7.0961 -3.9555 1.0 -0.8 -0.7
N 0.4193 -8.1059 -4.4335 -0.8 0.8 -0.5
C 1.5163 -8.2678 -5.3649 -0.1 0.0 0.3
C 0.4487 -8.8381 -3.1845 -0.3 0.1 0.1
H -0.5739 -6.7695 -5.6725 0.1 0.0 0.0
H 1.5841 -9.3210 -5.6522 0.2 0.1 -0.1
H 2.4448 -7.9607 -4.8750 0.1 -0.1 -0.2
H 1.3657 -7.6603 -6.2615 -0.1 -0.1 0.2
H -0.4354 -9.4801 -3.1275 0.1 0.0 0.2
H 0.4211 -8.1263 -2.3540 0.0 -0.2 0.0
H 1.3527 -9.4491 -3.1163 -0.1 0.2 -0.1
```
Positions in Å, forces in eV/Å.